Computed, not measured: a molecular structure, C28H41GeN7O2S2SeV in a non-equilibrium geometry, with ωB97M-V/def2-TZVPD.

```
83
C28H41GeN7O2S2SeV (ωB97M-V/def2-TZVPD)
V -1.287 -0.879 0.977
C -2.962 -2.576 -2.710
C -2.160 -2.107 -1.547
N -2.447 -1.135 -0.769
C -3.735 -0.438 -0.813
C -3.498 0.995 -0.421
N -2.645 1.070 0.797
C -3.402 1.274 2.048
C -2.422 1.112 3.184
N -1.930 -0.266 3.106
C -0.890 -0.617 4.113
C 0.470 -0.604 3.433
N 0.291 -1.426 2.233
C 1.017 -2.432 1.931
C 2.181 -2.919 2.721
C 0.579 -3.102 0.653
C 1.111 -4.248 0.102
C 0.567 -4.727 -1.084
C -0.485 -4.052 -1.690
C -0.966 -2.904 -1.094
N -0.438 -2.471 0.059
H -3.680 -3.328 -2.371
H -2.319 -3.034 -3.459
H -3.508 -1.768 -3.188
H -4.380 -0.936 -0.083
H -4.221 -0.505 -1.783
H -4.452 1.502 -0.260
H -2.980 1.507 -1.233
H -2.043 1.882 0.697
H -4.188 0.517 2.107
H -3.879 2.257 2.078
H -2.894 1.325 4.146
H -1.579 1.793 3.063
H -2.729 -0.876 3.261
H -1.095 -1.626 4.469
H -0.916 0.065 4.963
H 1.267 -0.957 4.084
H 0.718 0.414 3.118
H 1.861 -3.230 3.718
H 2.914 -2.118 2.830
H 2.669 -3.764 2.248
H 1.934 -4.764 0.574
H 0.969 -5.618 -1.543
H -0.905 -4.415 -2.616
N -3.444 -3.079 1.926
C -2.672 -2.297 1.573
C 1.136 5.524 0.633
Ge -0.278 4.226 0.807
C -1.489 4.357 -0.696
C -1.190 4.435 2.501
C 0.826 2.553 0.835
Se 0.443 0.778 0.127
C 0.174 1.289 -1.730
H 0.730 6.535 0.668
H 1.657 5.399 -0.316
H 1.855 5.422 1.446
H -1.938 5.351 -0.653
H -2.309 3.642 -0.692
H -0.953 4.288 -1.642
H -1.242 5.503 2.719
H -0.633 3.968 3.315
H -2.211 4.058 2.494
H 1.171 2.401 1.860
H 1.718 2.817 0.261
H -0.631 2.015 -1.781
H -0.056 0.395 -2.306
H 1.105 1.736 -2.075
O 2.374 -3.497 -2.906
S 2.133 -2.085 -2.988
O 0.979 -1.612 -3.698
N 2.051 -1.457 -1.446
C 3.072 -0.716 -1.200
S 3.213 0.211 0.268
C 4.072 -0.589 -2.314
C 5.256 0.120 -2.364
C 5.935 0.166 -3.577
C 5.435 -0.480 -4.706
C 4.252 -1.210 -4.652
C 3.600 -1.244 -3.438
H 5.646 0.620 -1.487
H 6.861 0.720 -3.649
H 5.973 -0.411 -5.641
H 3.865 -1.723 -5.522
```

* total charge: +2
* maximum force: 1.6 eV/A
* E_tot: -213433.435 eV
* highest occupied orbital energy (spin up / spin down): -12.77 / -12.56 eV
* Kohn-Sham gap (spin up / spin down): 4.70 / 4.60 eV
* spin multiplicity: 2
* LUMO energy (spin up / spin down): -8.070 / -7.959 eV
* ΔE to the lowest compared entry with this formula, charge and spin: 31.4 kcal/mol

Results of the Löwdin charge analysis, in e, for atoms 1 through 4: 0.662 0.032 -0.212 -0.022


Computed, not measured: C5H10N2S in the gas phase in a non-equilibrium geometry, with ωB97M-V/def2-TZVPD.

```
18
C5H10N2S (ωB97M-V/def2-TZVPD)
C -0.221 -0.931 -2.253
N -0.992 -0.221 -1.243
S -2.685 -0.440 -1.278
C -0.398 0.138 -0.041
N -1.064 0.300 1.033
C -0.141 0.814 2.052
C 1.291 0.552 1.549
C 1.091 0.408 0.039
H 0.732 -0.425 -2.443
H 0.004 -1.970 -1.957
H -0.796 -0.928 -3.176
H -2.820 -1.448 -0.355
H -0.342 0.307 3.027
H -0.351 1.894 2.231
H 1.678 -0.388 1.943
H 1.981 1.340 1.811
H 1.340 1.363 -0.557
H 1.693 -0.365 -0.382
```

* maximum force: 1.9 eV/A
* structure (SMILES): CN(S)C1=NCCC1
* E_tot: -19161.907 eV
* highest occupied orbital energy: -8.65 eV
* Kohn-Sham gap: 9.53 eV
* LUMO energy: 0.879 eV
* ΔE to the lowest compared entry with this formula, charge and spin: 23.0 kcal/mol

Results of the natural (NBO) charge analysis, in e, for atoms 1 through 4: -0.405 -0.567 0.193 0.423


Computed, not measured: a molecular structure, C21H48AlINO7 in a non-equilibrium geometry, with ωB97M-V/def2-TZVPD.

```
79
C21H48AlINO7 (ωB97M-V/def2-TZVPD)
C -0.462 2.372 -2.871
C -0.459 0.854 -2.993
C -0.555 0.455 -4.480
I -1.121 -1.610 -4.694
Al 1.181 0.958 -5.455
C 2.464 -0.628 -5.682
C 3.679 -0.103 -6.427
C 4.813 -1.104 -6.621
C 5.866 -0.540 -7.610
N 6.986 0.143 -6.947
C 6.890 1.532 -6.895
C 6.649 2.236 -5.587
O 7.019 2.178 -7.869
H -1.477 2.713 -2.680
H 0.174 2.722 -2.068
H -0.128 2.852 -3.781
H -1.348 0.482 -2.491
H 0.450 0.420 -2.600
H -1.346 1.070 -4.894
H 2.004 2.046 -4.569
H 0.928 1.559 -6.931
H 1.991 -1.457 -6.201
H 2.694 -0.976 -4.672
H 3.349 0.290 -7.384
H 4.073 0.725 -5.842
H 5.315 -1.293 -5.677
H 4.477 -2.050 -7.032
H 5.362 0.189 -8.224
H 6.198 -1.309 -8.297
H 7.183 -0.253 -6.037
H 7.584 2.620 -5.196
H 6.204 1.616 -4.821
H 6.034 3.095 -5.783
C -0.786 5.137 3.243
O -1.958 4.647 2.630
C -1.989 4.778 1.217
C -2.346 3.488 0.502
O -1.404 2.433 0.595
C -1.170 1.807 1.845
C -2.327 1.029 2.443
O -3.397 1.870 2.850
C -4.675 1.449 2.422
H -0.883 6.207 3.458
H -0.653 4.604 4.185
H 0.100 4.967 2.624
H -1.031 5.146 0.836
H -2.760 5.520 0.973
H -2.389 3.724 -0.565
H -3.346 3.146 0.774
H -0.756 2.516 2.564
H -0.375 1.083 1.646
H -1.961 0.511 3.339
H -2.667 0.273 1.729
H -4.642 0.994 1.428
H -5.318 2.329 2.373
H -5.108 0.739 3.135
C -3.796 -1.553 5.239
O -2.571 -2.253 5.169
C -1.704 -2.052 6.271
C -1.192 -3.351 6.864
O -2.156 -4.181 7.493
C -3.156 -4.813 6.709
C -2.681 -5.861 5.722
O -1.926 -5.308 4.660
C -0.714 -5.976 4.377
H -3.681 -0.548 4.821
H -4.529 -2.098 4.642
H -4.171 -1.484 6.265
H -2.193 -1.463 7.054
H -0.837 -1.484 5.910
H -0.498 -3.076 7.664
H -0.605 -3.914 6.137
H -3.795 -4.074 6.222
H -3.791 -5.329 7.435
H -3.567 -6.340 5.286
H -2.110 -6.629 6.255
H -0.236 -6.357 5.285
H -0.039 -5.259 3.909
H -0.883 -6.802 3.678
```

* total charge: -1
* maximum force: 3.4 eV/A
* E_tot: -53072.781 eV
* highest occupied orbital energy: -4.71 eV
* Kohn-Sham gap: 6.76 eV
* LUMO energy: 2.053 eV

Results of the Löwdin charge analysis, in e, for atoms 1 through 4: -0.152 -0.430 -0.850 0.643


Computed, not measured: C5H10O in the gas phase, with ωB97M-V/def2-TZVPD.

```
16
C5H10O (ωB97M-V/def2-TZVPD)
C -1.598 -1.041 0.889
C -1.274 -0.391 -0.465
C 0.102 0.187 -0.456
C 0.453 1.607 -0.274
C 2.353 -0.350 -0.308
O 1.065 -0.671 -0.539
H -1.508 -0.312 1.702
H -0.892 -1.853 1.086
H -2.610 -1.455 0.907
H -1.992 0.407 -0.678
H -1.354 -1.143 -1.260
H 1.379 1.769 -0.865
H -0.354 2.265 -0.610
H 0.728 1.893 0.754
H 2.505 0.297 0.554
H 2.997 -1.210 -0.437
```

* maximum force: 0.8 eV/A
* E_tot: -7391.374 eV
* highest occupied orbital energy (spin up / spin down): -6.66 / -7.30 eV
* Kohn-Sham gap (spin up / spin down): 7.55 / 8.24 eV
* LUMO energy (spin up / spin down): 0.893 / 0.942 eV
* ΔE to the lowest compared entry with this formula, charge and spin: 78.2 kcal/mol

Results of the natural (NBO) charge analysis, in e, for atoms 1 through 4: -0.598 -0.454 0.363 -0.709


> Which of these has the lowest E_tot?

C28H41GeN7O2S2SeV


> The highest E_tot belongs to which entry?

C5H10O


Copy entry 2 word for word.
Computed, not measured: C5H10N2S in the gas phase in a non-equilibrium geometry, with ωB97M-V/def2-TZVPD.

```
18
C5H10N2S (ωB97M-V/def2-TZVPD)
C -0.221 -0.931 -2.253
N -0.992 -0.221 -1.243
S -2.685 -0.440 -1.278
C -0.398 0.138 -0.041
N -1.064 0.300 1.033
C -0.141 0.814 2.052
C 1.291 0.552 1.549
C 1.091 0.408 0.039
H 0.732 -0.425 -2.443
H 0.004 -1.970 -1.957
H -0.796 -0.928 -3.176
H -2.820 -1.448 -0.355
H -0.342 0.307 3.027
H -0.351 1.894 2.231
H 1.678 -0.388 1.943
H 1.981 1.340 1.811
H 1.340 1.363 -0.557
H 1.693 -0.365 -0.382
```

* maximum force: 1.9 eV/A
* structure (SMILES): CN(S)C1=NCCC1
* E_tot: -19161.907 eV
* highest occupied orbital energy: -8.65 eV
* Kohn-Sham gap: 9.53 eV
* LUMO energy: 0.879 eV
* ΔE to the lowest compared entry with this formula, charge and spin: 23.0 kcal/mol

Results of the natural (NBO) charge analysis, in e, for atoms 1 through 4: -0.405 -0.567 0.193 0.423